No. 1
C16H32Cl24N2O4P | ωB97M-V with the def2-TZVPD basis set

Geometry (Å):
Cl 1.39627 -2.96502 -3.13535
Cl -2.85411 2.39239 -2.19563
Cl -2.14951 -6.24060 -2.44741
Cl -3.53055 1.60817 1.77198
Cl 1.71029 -4.37305 6.18740
Cl -0.67372 6.78316 -5.33614
Cl -0.96161 1.38360 3.19420
Cl -3.69193 7.64807 -6.27099
Cl 0.86441 -6.20249 4.07667
Cl -3.92827 3.93443 -4.43150
Cl 5.03755 2.63292 0.02140
Cl -2.71106 4.10005 0.48987
Cl -2.56300 -3.65110 -1.16609
Cl 3.82964 -6.70572 -1.44690
Cl -0.04940 8.00009 -7.91537
Cl -4.30285 2.86669 5.64001
Cl -4.68939 6.06133 -8.51093
Cl 1.45223 1.15732 5.41698
Cl -0.69530 2.27164 7.05766
Cl -6.01253 4.76364 4.21726
Cl 2.28783 -6.79606 1.03409
Cl 0.55005 -4.74550 -5.29524
Cl 3.09177 3.81413 -1.81345
Cl 0.98848 0.85351 1.08502
P -0.16604 -3.46510 0.44756
O 3.68817 -1.68730 2.62325
O 4.19206 -3.83482 2.54488
O -0.96606 -4.85571 1.05306
O 2.01291 -0.69365 -1.05810
N 1.51831 -3.65270 0.87479
N -0.90404 -2.12980 1.29122
C -3.47198 6.18291 -7.23299
C -0.38023 1.85558 1.59140
C 2.06681 -1.30103 -0.00541
C 0.92003 2.53490 6.37890
C 1.69368 -4.49496 -3.96430
C 0.37054 7.91660 -6.19938
C -2.36022 -4.50166 -2.69735
C 2.03995 -5.89938 5.36019
C -2.54617 3.68573 -3.35267
C 2.28451 -2.85051 -0.10817
C -4.99618 4.49035 5.64051
C 3.33685 -2.91846 2.51405
C -3.95483 3.29399 1.45659
C 3.89144 -6.62259 0.32441
C 4.04727 2.37477 -1.41989
C 1.83131 -3.29279 2.28188
H -5.60360 4.61291 6.53248
H 1.96390 -0.73757 0.98911
H 4.29972 -5.65712 0.62065
H 3.03391 -5.85476 4.92111
H -1.68257 -1.73041 0.77187
H 3.37530 -3.12039 -0.14321
H -0.06453 2.89493 1.62330
H 4.52701 -7.42304 0.69121
H 1.58541 -5.30803 -3.25056
H 3.37066 1.54172 -1.23853
H 4.69915 2.14674 -2.25793
H -1.67730 3.42348 -3.94971
H 2.70284 -4.48741 -4.36580
H 1.63647 -4.19807 2.91968
H 1.21498 -2.46776 2.71672
H 0.89422 3.41815 5.74656
H 0.25550 8.90352 -5.76074
H 1.40109 7.58707 -6.10505
H 1.62180 2.68440 7.19446
H -3.55806 5.32025 -6.57902
H 1.88642 -3.13978 -1.12617
H -4.89621 3.32522 0.91491
H -0.22936 -1.41535 1.56765
H -2.35657 4.60719 -2.80791
H -3.24171 -4.33879 -3.31049
H -4.05602 3.81443 2.40360
H -1.48023 -4.11028 -3.20163
H -0.26077 -5.53301 1.00699
H -1.18515 1.73742 0.87476
H 1.98841 -6.70938 6.08217
H -4.18897 5.21725 5.64028
H -2.48550 6.20583 -7.68746

Force components x, y, z for each atom (eV/Å):
-0.1 0.0 -1.1
0.0 -0.2 -0.4
0.0 0.0 -0.1
-1.1 0.1 -0.3
0.1 0.0 0.1
0.3 -0.1 0.2
0.5 0.1 0.2
-0.2 0.1 0.0
-0.2 -0.3 0.3
0.0 0.0 0.0
0.0 0.0 -0.1
0.0 0.5 0.3
-1.2 0.1 -0.6
0.1 0.0 -0.2
0.0 0.1 0.0
0.0 0.1 0.0
0.0 -0.1 0.0
0.3 0.1 0.2
-0.1 0.1 0.1
-0.1 0.1 0.0
0.1 -0.3 0.0
0.0 -0.1 -0.1
-0.1 0.0 -0.1
-1.3 1.8 0.6
0.2 -0.7 -2.0
-1.8 -1.3 -0.3
-0.9 -1.0 -0.2
1.6 1.0 0.6
0.1 0.2 0.4
-0.9 1.7 1.2
0.6 -0.8 0.6
0.2 -0.1 0.0
0.3 0.3 0.0
1.0 -1.2 -0.6
0.3 0.0 -0.1
0.1 0.0 0.2
0.1 0.1 0.1
0.1 0.2 -0.1
0.3 -0.1 0.0
0.3 0.0 0.1
-0.4 -0.1 -0.7
0.1 0.0 0.2
2.0 1.8 0.0
-0.2 -0.1 0.0
0.1 0.3 0.3
0.0 -0.3 0.1
0.6 -0.6 1.6
0.0 -0.1 -0.1
0.9 -2.2 -1.2
-0.2 0.0 0.0
-0.1 0.2 -0.1
0.4 -0.1 0.0
-0.9 0.4 0.6
0.0 -0.1 0.1
-0.1 0.0 -0.1
-0.1 0.1 0.0
0.0 0.1 0.1
0.0 0.2 0.1
-0.1 -0.1 0.0
-0.1 0.1 -0.1
0.1 1.0 -0.8
0.3 -0.4 -0.6
-0.1 -0.1 0.0
-0.1 -0.1 -0.1
-0.1 -0.1 -0.1
-0.1 -0.1 0.0
-0.1 0.1 -0.1
0.6 0.5 1.8
0.1 0.0 -0.1
-0.4 -0.2 0.1
-0.1 -0.1 0.0
0.0 -0.1 0.1
0.1 -0.1 0.0
0.0 -0.1 0.2
-0.5 0.2 0.1
0.1 -0.1 0.0
-0.1 0.1 0.0
0.0 -0.1 -0.1
-0.1 0.1 0.0

Summary:
Kohn-Sham gap   6.32 eV
DFT total energy   -12425.26436 Eh
Highest occupied orbital energy   -4.74 eV
Total charge   -1


No. 2
C16H32ClNiO12 | ωB97M-V with the def2-TZVPD basis set

Geometry (Å):
Ni -3.63399 12.74473 21.95467
Cl -2.16606 14.48411 21.80848
O 1.92155 14.84680 20.93999
O -4.58119 14.27048 18.29383
O 3.39646 13.22686 20.55845
O -4.12615 21.29980 20.65094
O -2.91255 21.02231 18.78201
O -5.38204 15.01976 24.90158
O 2.76781 13.74200 22.64617
O -4.66743 13.46150 20.39125
O -4.98254 13.59818 23.20904
O -6.47008 14.15927 19.26708
O -5.88876 12.98938 25.18590
O -3.67715 19.27671 19.77426
C -4.56863 16.04353 24.27628
C -5.19089 13.93134 19.38496
C -3.17221 13.96079 18.20253
C -8.73086 14.22153 19.96042
C -5.36961 13.84123 24.35641
C -4.55379 18.62796 20.67265
C 1.90664 16.75510 22.38968
C 3.57319 12.76688 23.24622
C -4.37591 17.13090 20.49163
C -7.33154 13.79738 20.36071
C -2.69461 22.42283 18.64432
C -6.13068 11.62477 24.71532
C 2.76614 13.90010 21.31685
C -7.13063 11.02601 25.68289
C 1.11278 15.57778 21.85225
C -3.62444 20.60389 19.80883
H -7.30498 9.97675 25.44130
H -1.86246 22.54861 17.95698
H -3.06303 12.88353 18.09532
H 3.43507 12.81060 24.31983
H 4.63259 12.87936 23.00061
H 2.84730 16.41532 22.82755
H -9.11586 13.49328 19.24298
H 1.35526 17.23745 23.20008
H -5.59037 18.86149 20.41182
H -4.98663 16.52909 21.16569
H -3.32668 16.90232 20.67682
H -2.75917 14.53223 17.38255
H -8.10712 11.50418 25.65328
H 3.37092 11.75312 22.88770
H -7.05232 14.35367 21.25903
H -3.66227 15.60811 23.86058
H 0.71789 14.97370 22.66880
H -4.68967 16.87133 19.47921
H -9.43934 14.14342 20.78481
H -4.29550 16.78754 25.01344
H -6.47709 11.61312 23.68466
H 2.18335 17.48953 21.63558
H 0.22305 15.94921 21.34500
H -5.16552 11.14527 24.89142
H -4.37125 18.94981 21.69848
H -5.14934 16.46450 23.45902
H -2.66388 14.26428 19.11746
H -6.68391 11.08621 26.67317
H -3.58379 22.90243 18.24401
H -2.37490 22.85120 19.59308
H -8.74226 15.21964 19.53474
H -7.26762 12.72873 20.56317

Force components x, y, z for each atom (eV/Å):
-0.1 2.8 -0.4
-0.5 -1.5 0.4
-0.5 0.0 -0.9
0.4 0.0 -0.2
0.2 0.1 -0.3
-0.2 0.0 0.1
0.4 -0.5 -0.6
0.6 0.3 0.1
-0.7 0.9 0.5
0.2 -1.0 0.6
0.6 -0.6 -0.6
0.0 -0.1 0.0
-0.5 -0.4 -0.5
0.4 -0.6 -0.6
0.1 -0.1 -0.7
-0.4 0.1 -0.3
0.3 0.0 0.7
-0.2 -1.0 -0.3
-0.4 0.3 0.7
-1.0 -0.4 0.4
0.3 -0.1 0.6
1.2 -1.2 -0.4
0.3 0.3 -0.1
-0.7 0.7 0.6
0.4 0.3 0.2
0.1 0.0 1.1
0.0 -0.8 0.6
0.1 -0.2 -0.2
0.1 0.9 0.8
-0.2 0.7 0.5
0.2 0.0 0.0
-0.1 -0.2 -0.2
0.1 0.0 -0.3
-0.1 0.2 0.0
-0.1 0.5 0.1
-0.1 -0.1 0.0
0.0 0.3 -0.3
-0.1 0.1 -0.2
0.1 0.4 0.1
-0.1 0.2 0.2
0.0 -0.3 -0.2
-0.2 -0.2 -0.3
0.1 0.3 0.1
-0.5 0.1 0.0
0.4 -0.1 -0.1
0.0 -0.1 0.0
0.4 -0.3 -0.1
0.3 -0.1 -0.1
0.3 0.3 0.3
-0.4 -0.1 0.2
0.2 0.1 -0.1
-0.3 0.0 -0.2
0.3 -0.2 -0.6
-0.1 -0.3 -0.6
0.1 0.1 0.0
0.0 0.2 0.1
-0.1 0.1 0.0
-0.3 0.0 0.1
0.0 0.1 0.2
-0.4 0.1 0.1
0.0 0.1 0.0
0.1 0.0 -0.1

Summary:
Kohn-Sham gap (alpha / beta)   7.46 / 6.56 eV
Spin multiplicity   3
DFT total energy   -3500.02179 Eh
Highest occupied orbital energy (alpha / beta)   -12.40 / -12.40 eV
Expectation value of S²   2.004
Total charge   +1
ΔE to the lowest compared entry with this formula, charge and spin   0.0 kcal per mole


No. 3
C16H32CoK3O16P | ωB97M-V with the def2-TZVPD basis set

Geometry (Å):
Co -0.48150 -1.60968 -0.53573
K 0.91551 0.46231 -4.29392
K -1.83319 2.48503 -5.31622
K -3.60251 1.51845 -1.74315
P -1.25402 -0.35416 -2.24722
O 0.89783 0.89240 2.20186
O 1.89019 6.22342 -0.92071
O 0.16565 -0.05123 -1.59920
O 0.28860 -1.12433 1.28437
O -1.66870 0.46931 -3.48685
O -1.98763 -0.41900 -0.87143
O 1.28071 -2.86879 -0.67384
O -3.79520 -3.67256 0.05836
O -3.83449 -2.35939 1.73579
O -0.96871 -1.84685 -2.40453
O -1.78055 -2.88881 0.80071
O 0.52216 4.65924 -1.54560
O 0.33693 -0.72075 3.54369
O 2.17687 -4.83189 -0.20723
O 2.17216 5.32672 -2.96974
O 1.70042 -4.33057 -2.23370
C -2.99570 -2.98554 0.89581
C 1.72598 -3.87428 -1.00870
C -3.41713 -1.19403 2.50330
C -0.27319 -1.89481 3.95549
C 2.51552 -4.62110 1.17610
C 1.26281 -3.53424 -3.32426
C 1.44043 -5.20363 2.01205
C 0.18363 3.48631 -2.26574
C 1.55947 5.34670 -1.92400
C 0.93995 1.59184 0.94682
C 1.94826 2.74335 1.15163
C 0.43358 -0.38966 2.23567
C 2.97688 8.23934 -0.09985
C -4.54566 -0.09988 2.61837
C 2.89818 7.23324 -1.15675
C -3.27008 -4.32235 -1.06575
H -5.41545 -0.55375 3.09332
H 0.89847 2.66373 -2.24383
H -2.83095 -3.72211 -1.86261
H 2.05110 3.36697 0.26359
H -4.11057 -4.78985 -1.57870
H 1.28119 -6.28159 2.03954
H -2.61444 -0.57671 2.09996
H 2.01267 8.74749 -0.08740
H -0.30958 -1.56556 4.99395
H -2.58612 -5.16106 -0.93587
H -0.79952 3.13560 -1.95188
H 3.37554 -5.18994 1.52951
H 1.60844 3.26934 2.04380
H 1.44012 -4.93118 3.06745
H -3.05151 -1.54859 3.46699
H 1.72136 -3.87236 -4.25351
H 0.17344 -3.55629 -3.35401
H -4.76632 0.11757 1.57332
H 0.43537 -4.97215 1.65941
H 0.08708 3.66374 -3.33685
H -1.26982 -2.15961 3.60236
H 3.79582 8.95605 -0.16147
H 3.25863 7.90171 0.89750
H 2.81649 -3.60390 1.42675
H 2.88765 2.25235 1.40570
H 3.88920 6.79912 -1.28908
H 1.47866 -2.47900 -3.15694
H 0.38102 -2.76394 3.88675
H -4.30591 0.73276 3.27968
H 1.33711 1.00919 0.11564
H -0.05969 1.89695 0.63745
H 2.66705 7.73489 -2.09643

Force components x, y, z for each atom (eV/Å):
1.5 -2.1 2.2
0.5 -0.6 0.6
-0.3 -0.1 0.0
-0.2 -0.3 0.5
2.9 -1.6 2.1
-1.0 -1.6 -0.1
-1.0 -1.1 -0.1
0.9 3.1 -2.3
-0.3 0.2 0.8
-0.3 0.7 0.6
-3.9 2.7 -0.8
-2.1 6.0 2.2
0.7 0.5 1.1
0.7 0.8 -0.1
-1.6 -1.7 -3.2
-0.8 0.0 0.3
-1.5 -1.7 0.5
0.3 2.1 -3.4
1.4 -0.4 -0.3
-1.0 -1.1 0.3
1.1 -1.2 -1.0
-0.8 0.6 -1.3
1.1 -5.3 -0.7
0.1 1.3 1.0
0.0 -1.1 2.1
0.3 -0.3 0.9
-0.8 0.7 0.2
-2.8 -0.3 1.0
-0.2 -0.1 -1.0
3.5 3.6 0.1
1.2 0.5 -0.9
-1.0 -1.1 0.7
1.5 1.3 1.2
-0.6 1.0 1.9
-0.1 -2.6 0.1
1.3 -0.6 -1.9
0.1 -1.4 -2.1
-0.2 0.0 -0.3
0.2 0.1 0.9
0.2 0.9 0.6
-0.1 0.1 0.2
-0.3 0.1 0.4
1.2 -0.3 -0.4
0.5 -0.9 -0.8
0.2 0.4 0.5
-0.7 -1.2 0.4
0.2 0.2 1.0
0.3 0.1 0.6
0.6 -0.2 -1.4
0.3 0.6 -0.3
0.4 0.3 0.0
-0.5 0.0 0.0
0.0 -0.3 0.4
0.1 -0.2 -0.3
-0.3 0.7 0.2
-0.1 0.9 -0.1
0.0 0.7 -0.4
0.4 0.5 -0.5
-0.2 0.2 -1.2
-0.7 -0.8 0.1
-0.7 0.3 -0.4
0.2 0.3 -0.2
-0.2 -0.6 -0.1
0.3 0.0 0.2
0.1 0.1 -0.3
0.6 0.1 -0.5
-0.3 -0.7 0.3
-0.1 0.1 0.3
-0.1 -0.1 -0.1

Summary:
Kohn-Sham gap (alpha / beta)   6.68 / 6.72 eV
Spin multiplicity   4
DFT total energy   -5356.32358 Eh
Highest occupied orbital energy (alpha / beta)   -13.36 / -13.40 eV
Expectation value of S²   3.756
Total charge   +2
ΔE to the lowest compared entry with this formula, charge and spin   2.1 kcal per mole


No. 4
C16H32CrN2O5 | ωB97M-V with the def2-TZVPD basis set

Geometry (Å):
Cr 0.08887 1.46432 -0.05207
O 0.14907 1.41838 -2.04235
O -0.31740 3.75891 0.47219
O 0.48893 1.55251 1.97577
O -1.94747 1.51165 -0.35233
O 2.06839 1.35958 -0.19743
N -0.13252 -4.62024 0.29928
N 0.09384 -2.15214 -0.16054
C 1.92680 1.44949 2.15587
C -2.55255 2.74018 0.11684
C 1.18221 -4.37905 -0.26997
C -0.07033 3.95435 1.86738
C -1.16526 -4.22918 -0.64537
C -0.15075 2.64904 2.66460
C 1.11959 0.35929 -2.23040
C -0.09989 -2.37658 1.28079
C 1.30777 -2.86053 -0.59917
C -1.63485 3.94745 -0.05379
C -1.13372 1.37707 -2.70075
C -0.28290 -3.90241 1.55263
C 2.38902 0.83603 -1.51386
C 2.50133 0.65913 0.98939
C -2.23998 1.03196 -1.68821
C -1.06797 -2.69070 -0.88531
H 2.81653 1.67435 -2.06362
H -2.11325 4.82642 0.38427
H -1.18760 2.33619 2.78117
H 1.34294 0.21170 -3.28845
H 0.93345 4.37716 1.91899
H 0.77398 -1.98971 1.81389
H 1.29697 -4.98775 -1.16671
H 2.10893 -0.36322 0.98614
H -1.27175 -4.10812 1.96272
H -2.76962 2.56185 1.17026
H -3.49707 2.92746 -0.39503
H 2.13568 0.94230 3.09844
H 3.59011 0.64510 1.05014
H -1.13302 0.65296 -3.51527
H 1.43224 -2.70463 -1.67488
H 0.73912 -0.57221 -1.79498
H -2.14124 -4.50336 -0.24476
H -3.19345 1.43005 -2.03408
H -0.76098 4.67908 2.30412
H -1.47098 4.13519 -1.11690
H 2.16822 -2.41866 -0.08683
H 0.46400 -4.26842 2.25734
H 2.37019 2.44721 2.17445
H -1.96342 -2.17879 -0.52192
H 1.94140 -4.68858 0.44859
H -1.00890 -4.78236 -1.57155
H -2.32807 -0.05007 -1.58496
H 0.29006 2.78754 3.65239
H -1.28623 2.36784 -3.12884
H -0.95127 -2.47274 -1.95175
H -0.97548 -1.81041 1.60860
H 3.12831 0.03813 -1.45419

Force components x, y, z for each atom (eV/Å):
-0.5 0.4 0.5
0.1 0.0 0.0
-0.2 -0.6 0.0
0.2 -0.1 -0.2
0.2 0.3 -0.2
0.0 -0.2 -0.1
-0.1 -0.5 0.1
0.1 0.6 0.0
0.3 0.0 -0.1
0.0 0.4 0.3
0.0 0.2 0.0
0.2 -0.1 0.2
0.1 0.2 0.0
-0.4 0.3 -0.1
0.5 -0.4 0.0
0.0 -0.2 0.1
0.0 -0.2 0.0
-0.1 0.0 -0.2
-0.4 0.2 0.0
0.1 0.3 -0.1
0.1 0.1 -0.6
-0.1 -0.1 0.5
0.1 -0.4 -0.3
0.0 -0.2 0.0
0.0 0.0 0.1
0.0 0.0 0.0
0.1 -0.1 0.1
-0.1 0.1 0.0
0.0 0.0 0.0
0.0 0.0 0.0
0.0 0.0 0.0
0.0 0.0 -0.1
0.0 0.0 0.0
-0.1 0.0 0.0
0.0 -0.1 -0.1
0.0 0.0 0.0
0.0 0.0 -0.1
0.1 0.0 0.0
0.0 0.0 0.0
0.0 0.1 0.0
0.0 0.0 0.0
0.0 0.0 0.1
0.0 0.0 -0.1
-0.1 0.1 0.0
0.0 0.0 0.0
0.0 0.0 0.0
-0.1 0.0 0.0
0.0 0.0 0.0
0.0 0.0 0.0
-0.1 0.0 0.0
0.0 0.0 0.1
0.0 -0.1 0.0
0.1 0.0 0.0
0.0 0.1 0.0
0.0 0.0 0.0
-0.1 0.0 0.1

Summary:
Kohn-Sham gap (alpha / beta)   7.54 / 7.39 eV
Spin multiplicity   5
DFT total energy   -2158.43241 Eh
Highest occupied orbital energy (alpha / beta)   -12.86 / -12.86 eV
Expectation value of S²   6.008
Total charge   +2